1.
22
Properties=species:S:1:pos:R:3:forces:R:3 method="wB97M-V/def2-TZVPD" smiles=COc1cccc(OC)c1PCl total_charge=0 homo_energy_ev=-8.633 de_lowest_kcal_mol=0.0 spin_multiplicity=1
C 1.56006 3.23485 -0.07693 0.2 0.1 0.1
O 0.43684 2.40482 -0.24981 -0.1 -0.2 0.0
C 0.57585 1.07244 -0.02928 -0.1 -0.2 0.1
C 1.76955 0.41944 0.27919 0.2 0.4 -0.1
C 1.78604 -0.95656 0.42128 -0.1 0.0 0.0
C 0.63882 -1.72665 0.30937 -0.1 -0.3 0.0
C -0.55400 -1.07800 0.02774 0.2 0.4 0.1
O -1.78231 -1.63752 -0.11831 0.2 -0.1 0.1
C -1.90116 -3.03703 -0.18285 0.0 -0.4 0.0
C -0.56692 0.30046 -0.13628 -2.7 0.6 -1.4
P -2.34070 0.88106 -0.88567 2.9 -0.3 0.0
Cl -3.40836 0.94018 0.80383 -0.9 0.0 1.2
H 1.20278 4.25050 -0.23098 0.1 0.0 0.0
H 2.34171 3.01106 -0.80906 0.0 0.0 0.0
H 1.96990 3.14846 0.93426 0.0 0.0 -0.1
H 2.69151 0.96940 0.37039 0.1 0.1 0.0
H 2.72912 -1.44271 0.62257 0.1 -0.1 0.0
H 0.69373 -2.79823 0.41154 0.0 -0.1 0.0
H -1.48772 -3.52556 0.70693 -0.1 0.1 -0.1
H -1.40954 -3.43028 -1.07959 0.0 0.0 0.1
H -2.97245 -3.23706 -0.23878 0.2 0.0 0.0
H -1.97276 2.23693 -0.84955 0.0 0.2 -0.1

=====

2.
21
Properties=species:S:1:pos:R:3:forces:R:3 method="wB97M-V/def2-TZVPD" smiles=COCP(Cl)c1ccccc1 total_charge=0 homo_energy_ev=-8.565 de_lowest_kcal_mol=76.6 spin_multiplicity=1
C 2.98243 -1.71878 -0.61261 3.3 -3.4 1.5
O 2.22270 -1.01265 0.27382 1.0 1.0 0.5
C 0.90272 -1.28071 0.17894 -1.9 -2.0 -1.0
P 0.00000 -0.78377 -1.63689 1.6 0.2 1.9
Cl -0.94851 -2.52055 -1.91894 -0.5 -1.3 -0.5
C -1.31128 0.16325 -0.81963 -0.3 -0.6 -1.2
C -2.34384 -0.44807 -0.09211 2.1 -2.5 -0.3
C -3.24254 0.32757 0.51199 -1.1 3.2 2.0
C -3.15987 1.74599 0.41529 -0.5 0.0 -1.2
C -2.17118 2.34485 -0.39613 -0.9 -1.6 1.5
C -1.24374 1.52215 -1.03284 1.6 1.2 0.0
H 4.04867 -1.43615 -0.60612 -0.5 0.8 0.2
H 2.64297 -1.60109 -1.59055 -0.7 -0.3 -1.8
H 3.19393 -2.87814 -0.29691 -1.4 2.2 -0.8
H 0.69887 -2.43093 0.44189 0.0 2.3 -0.7
H 0.40151 -0.59762 0.83816 -0.4 0.0 0.6
H -2.24538 -1.56844 0.08165 -0.5 1.6 -0.2
H -3.87305 0.10065 1.35695 -0.5 -1.2 -0.4
H -3.99900 2.31884 0.90777 1.4 -0.4 -0.5
H -2.02327 3.37421 -0.28797 0.0 1.5 -0.5
H -0.31191 1.98302 -1.55377 -1.9 -0.9 0.7

=====

3.
23
Properties=species:S:1:pos:R:3:forces:R:3 method="wB97M-V/def2-TZVPD" total_charge=0 homo_energy_ev=-9.098 de_lowest_kcal_mol=11.2 spin_multiplicity=1
C -1.16351 1.76442 -0.06684 0.4 -0.3 -0.4
C -0.17814 -0.74663 -1.29937 0.6 -0.5 -0.2
C 0.19522 -2.96250 0.49306 1.2 1.6 -2.6
C -0.22610 -1.80775 0.93764 0.0 0.8 -1.7
C -2.65426 -0.02503 -0.41780 -1.2 -3.7 2.8
C 2.37902 2.06756 -0.49759 -0.4 0.7 0.0
C -1.45603 0.42265 0.41367 1.0 0.0 1.3
C -0.28553 -0.56720 0.10828 2.3 1.9 1.5
N -0.95987 2.77872 -0.55076 0.2 0.8 -0.1
N 0.01665 -0.95169 -2.41287 -0.1 0.1 -0.4
F 1.75039 0.97824 2.01871 -0.1 0.1 -0.3
F 3.12205 -0.55570 0.65768 -0.5 0.3 -0.7
Si 1.98430 0.55797 0.49005 -2.0 -0.6 0.8
H 0.21413 -3.77840 1.13468 0.3 -1.6 0.6
H 0.68194 -2.83405 -0.50542 -0.6 -1.4 0.7
H -0.47339 -1.79219 1.92843 -1.1 0.8 2.5
H -3.43909 0.58048 -0.11208 -1.8 1.2 0.0
H -2.51565 -0.03868 -1.44946 0.6 0.5 -1.6
H -3.04888 -1.13334 -0.19054 1.2 2.2 -0.1
H 2.08630 3.03105 -0.04127 -0.8 -0.8 0.0
H 3.38806 2.29004 -0.65940 2.4 -0.5 0.5
H 2.15095 2.07100 -1.54472 -1.3 -0.3 -0.5
H -1.56855 0.65104 1.56590 -0.3 -1.3 -2.1

=====

4.
24
Properties=species:S:1:pos:R:3:forces:R:3 method="wB97M-V/def2-TZVPD" total_charge=0 homo_energy_ev="-7.464 / -9.087" de_lowest_kcal_mol=204.0 spin_multiplicity=1
C 0.08949 1.32654 -1.69316 0.5 1.0 -0.3
C -1.17469 1.11929 -1.05870 -2.5 -0.4 -0.9
C 1.16991 0.53869 -1.50539 1.4 -0.2 -1.0
C -1.49806 -0.04146 -0.44490 2.4 0.5 2.1
C -0.23806 -0.84117 0.13592 -2.7 -0.5 -1.4
C 1.08349 -0.44220 -0.46930 0.9 1.4 -0.3
C -2.84517 -0.41247 0.20201 1.1 6.4 -0.2
C -0.24544 -0.66911 1.66920 -2.9 -3.9 -0.4
N 1.93977 1.04998 1.19835 0.2 -0.2 -1.0
N 2.05763 -1.43741 -0.47265 0.4 -1.8 -0.5
F 3.16229 1.30138 0.54766 -1.0 0.3 0.5
F 1.11945 2.10580 0.81872 0.8 -0.2 0.2
F 3.32307 -1.03561 -0.89223 -0.9 0.2 0.7
F 2.25213 -2.03571 0.78422 0.1 0.8 -0.5
H 0.25667 2.17009 -2.37380 -0.5 -0.3 0.3
H -2.03332 1.78123 -1.31919 0.9 -0.2 0.1
H 2.08365 0.75354 -2.20722 -1.6 -0.8 2.0
H -0.49549 -1.92749 -0.24309 0.9 1.5 1.3
H -2.82161 -1.38750 0.43441 -0.5 -3.4 1.1
H -3.59372 -0.09683 -0.52510 -0.3 -0.5 0.2
H -2.98903 0.34162 1.14131 0.3 -2.2 -1.9
H 0.61807 -1.13886 1.95276 2.1 -1.6 1.1
H -1.11171 -1.25989 2.20260 1.5 1.3 -1.2
H -0.10934 0.23754 2.11756 -0.4 3.0 0.3

=====

5.
21
Properties=species:S:1:pos:R:3:forces:R:3 method="wB97M-V/def2-TZVPD" total_charge=-1 homo_energy_ev=-4.311 de_lowest_kcal_mol=72.3 spin_multiplicity=1
C -2.22606 -1.27500 -0.24106 -0.7 0.7 1.4
C 0.02571 1.97749 -1.36011 -0.6 -0.9 0.1
C -1.03169 -1.67519 -0.64500 1.1 0.9 -0.3
C 0.13776 1.32922 -0.21696 1.7 -3.5 1.0
C 2.47822 -0.22964 0.59591 -0.5 0.3 0.0
C -0.31738 1.59513 1.20285 -0.6 -1.3 -0.7
C 0.23418 -1.61654 0.25075 -2.7 -1.5 -0.8
C 1.16551 -0.62491 -0.26251 1.5 5.7 -1.2
O 3.50452 0.21913 0.04607 -1.2 -0.8 0.1
O 2.19991 -0.34546 1.81805 0.1 -0.2 -0.3
F 1.44404 -0.65551 -1.67046 -0.7 -0.8 1.8
H -2.88556 -0.86194 -0.94190 -1.2 -0.3 -1.5
H -2.67089 -1.01922 0.76823 1.5 -0.6 -0.7
H 0.34530 1.46398 -2.28812 -0.1 0.7 0.6
H -0.64916 2.84193 -1.37737 0.5 0.1 -0.3
H -0.85161 -1.76293 -1.77084 -0.2 0.1 1.7
H 0.20786 0.91183 1.95077 0.1 1.6 -0.9
H -1.35370 1.19022 1.26213 0.3 0.5 -0.1
H -0.35398 2.68677 1.34261 0.2 -0.4 0.7
H -0.05232 -1.56083 1.30701 0.3 0.9 -0.3
H 0.64932 -2.58853 0.22996 1.1 -1.3 -0.3

=====

6.
24
Properties=species:S:1:pos:R:3:forces:R:3 method="wB97M-V/def2-TZVPD" smiles="CC[C@H](I)[C@]1(O)C[C@@H](OC#N)OC1=O" total_charge=0 homo_energy_ev=-9.945 de_lowest_kcal_mol=136.8 spin_multiplicity=1
C -1.98220 -0.34533 2.62294 0.4 0.0 -0.6
C -2.11474 -0.42755 0.96364 -0.7 0.3 0.3
C -1.31986 0.81268 0.24522 -0.2 -0.4 1.7
I -2.26702 1.17555 -1.70680 0.5 -0.2 0.7
C 0.31083 0.66496 0.19856 1.1 0.8 -0.4
O 0.81792 1.55201 1.25669 -0.3 -2.5 1.2
C 1.15395 1.15386 -1.11946 2.4 1.1 0.1
C 1.81129 -0.22673 -1.71188 -4.6 0.1 1.1
O 2.78546 -0.11362 -2.80853 -1.7 -4.7 -0.2
C 2.61865 -1.37845 -3.59129 -4.2 -3.6 -5.1
N 2.13355 -2.28496 -4.41223 4.7 8.1 7.6
O 2.20633 -0.92486 -0.45736 -2.4 0.9 0.6
C 1.02641 -0.78511 0.45985 0.5 -5.2 2.5
O 0.78656 -1.77700 1.32067 1.5 7.0 -5.5
H -2.81942 -1.02133 3.09028 1.6 1.6 -0.8
H -0.94537 -0.73558 3.01886 -2.0 0.7 -1.0
H -2.07004 0.79415 2.93013 -0.1 -2.4 -0.5
H -3.27111 -0.29424 0.69971 2.6 -0.2 0.6
H -1.79519 -1.46351 0.52329 -0.4 2.0 0.9
H -1.54903 1.77997 0.90649 0.7 -2.1 -1.7
H 0.84819 1.00018 2.11643 -0.2 1.3 -1.8
H 0.70011 1.95094 -1.84834 0.3 -2.2 1.2
H 2.09457 1.74865 -0.68957 -2.0 -1.3 -0.6
H 0.84014 -0.85468 -2.00732 2.4 1.2 -0.4

=====

7.
22
Properties=species:S:1:pos:R:3:forces:R:3 method="wB97M-V/def2-TZVPD" total_charge=0 homo_energy_ev="-6.386 / -8.727" spin_multiplicity=6
C -0.76556 0.44902 -1.25323 -1.4 1.1 -2.1
C 0.65230 0.77416 -1.45742 -0.5 1.3 0.0
C 0.95351 1.87899 -0.58114 -1.0 0.4 0.3
C -0.19960 2.29519 0.06681 1.3 0.0 -0.9
C -1.41945 1.57825 -0.41262 0.0 -0.3 0.9
Ir -0.06943 -1.09329 -0.18884 -1.8 -0.5 0.1
N -2.15541 1.04785 0.76701 1.2 0.9 -0.8
C 0.55027 -2.82706 -0.86615 2.5 -1.6 -1.8
C 1.67634 -1.88787 -1.02036 0.2 -1.2 0.4
H 1.92791 2.33984 -0.43330 -0.2 -0.3 0.0
H 1.27973 0.40265 -2.27468 -0.4 0.3 0.5
H -0.29233 3.06316 0.81322 0.2 0.1 0.2
H -2.01793 2.31092 -1.01669 0.1 -0.8 0.2
H -1.33067 -0.07014 -2.03279 0.0 0.8 -0.2
H 1.96371 -1.52170 -2.01744 -0.2 -0.2 0.7
H 0.70610 -3.60935 -0.13758 -0.3 0.0 0.4
H -3.05740 0.71961 0.47883 -0.8 -0.3 -0.5
H 2.44755 -1.89068 -0.24603 0.0 -0.2 -0.5
H 0.16411 -3.18730 -1.81436 -0.4 0.0 0.1
S 0.60250 -0.56837 1.75932 1.9 0.3 3.1
C -0.50169 -0.22640 2.97374 -1.7 0.8 2.8
N -1.11455 0.02242 3.95510 1.4 -0.7 -2.6

=====

8.
26
Properties=species:S:1:pos:R:3:forces:R:3 method="wB97M-V/def2-TZVPD" total_charge=+3 homo_energy_ev="-16.115 / -22.390" de_lowest_kcal_mol=3.7 spin_multiplicity=6
O 6.14679 1.00334 -2.78503 -4.7 0.9 1.7
C 5.06827 1.23691 -2.45622 4.5 -0.7 -1.8
Ir 0.80732 2.09845 -0.81884 -0.7 1.4 -0.2
O 1.49557 -0.85596 -1.34333 -0.6 2.5 0.4
C 1.25182 0.26469 -1.15774 1.9 -5.2 -0.9
C -0.69623 2.28604 0.43698 -4.7 2.0 4.5
O -1.53605 2.55477 1.18985 3.3 -0.9 -3.0
C 0.41331 2.87253 -2.53122 -1.6 3.0 -6.7
O 0.17187 3.30954 -3.57977 1.1 -2.0 4.7
C 2.35032 2.94409 -0.05130 6.0 3.2 3.1
O 3.29267 3.43905 0.41907 -3.9 -2.0 -2.0
H 3.82669 1.49238 -1.95992 0.4 -0.5 0.0
C -1.78348 -2.44878 -0.40588 -0.3 0.2 -1.1
P -1.48098 -1.16049 0.81581 0.8 -3.8 2.0
C -2.96959 -0.93114 1.79594 -1.3 1.2 0.3
C -0.18913 -1.78798 1.90523 -0.1 0.5 -0.1
O -1.07128 0.14496 0.15512 -0.4 0.5 -0.9
H -2.44927 -2.05002 -1.18090 0.0 -0.2 0.1
H -2.24440 -3.32343 0.06894 0.1 0.2 0.2
H -0.82517 -2.72828 -0.86048 -0.1 0.1 0.2
H -3.26037 -1.87872 2.26408 0.4 -0.1 -0.2
H -2.77255 -0.17428 2.56648 0.1 -0.2 -0.1
H -3.77471 -0.57309 1.14265 0.1 -0.1 0.1
H 0.67103 -2.09511 1.29734 -0.2 0.0 0.1
H 0.12048 -0.99280 2.59375 0.0 -0.2 0.0
H -0.56292 -2.64669 2.47938 0.1 0.2 -0.1